Here is a structure of composition C56H126F14KN14O28S14 from the OMol25 dataset. Energies are from wB97M-V/def2-TZVPD.

Positions of all 253 atoms, in Å:
K 1.40 -0.92 -6.02
C 3.48 1.00 2.24
C 4.62 1.74 2.99
C 5.82 0.81 3.15
N 7.24 1.48 3.47
C 7.60 2.39 2.26
C 7.16 2.24 4.88
C 7.80 1.26 5.94
C 8.12 -0.02 5.19
C 8.38 0.47 3.73
H 2.89 0.49 3.00
H 3.72 0.23 1.51
H 2.86 1.72 1.70
H 4.30 1.97 4.01
H 4.82 2.65 2.44
H 5.95 0.17 2.28
H 5.64 0.23 4.06
H 8.68 2.34 2.06
H 7.30 3.42 2.44
H 7.07 2.11 1.35
H 7.78 3.14 4.82
H 6.12 2.48 5.06
H 8.74 1.75 6.20
H 7.32 1.37 6.92
H 8.95 -0.63 5.55
H 7.24 -0.65 5.16
H 9.34 0.98 3.69
H 8.30 -0.41 3.10
C -6.83 -1.18 0.92
C -6.94 -2.36 1.91
C -8.41 -3.12 2.00
N -8.51 -4.45 2.94
C -7.69 -5.61 2.30
C -9.99 -4.91 3.06
C -10.52 -4.16 4.26
C -9.28 -4.19 5.31
C -8.02 -4.12 4.46
H -5.98 -0.55 1.20
H -7.69 -0.53 1.06
H -6.67 -1.30 -0.16
H -6.79 -2.03 2.94
H -6.18 -3.10 1.66
H -8.91 -3.32 1.05
H -9.20 -2.48 2.41
H -7.79 -6.56 2.84
H -6.64 -5.39 2.11
H -8.17 -5.69 1.33
H -9.83 -5.96 3.27
H -10.56 -4.74 2.15
H -11.44 -4.67 4.54
H -10.94 -3.25 3.83
H -9.47 -5.08 5.91
H -9.29 -3.40 6.07
H -7.27 -4.88 4.66
H -7.46 -3.19 4.34
C -2.08 -4.35 -3.48
C -2.91 -5.23 -4.41
C -3.83 -4.37 -5.23
N -4.46 -5.23 -6.39
C -3.42 -5.19 -7.61
C -4.92 -6.63 -5.97
C -6.08 -7.04 -6.99
C -6.70 -5.74 -7.43
C -5.89 -4.67 -6.90
H -1.36 -5.02 -3.00
H -2.80 -3.89 -2.80
H -1.48 -3.56 -3.93
H -3.23 -6.19 -3.99
H -2.14 -5.53 -5.12
H -3.26 -3.57 -5.70
H -4.64 -3.93 -4.65
H -3.48 -4.15 -7.93
H -3.86 -5.82 -8.38
H -2.40 -5.46 -7.33
H -4.02 -7.23 -5.84
H -5.30 -6.56 -4.95
H -5.44 -7.50 -7.74
H -6.84 -7.75 -6.66
H -6.75 -5.64 -8.52
H -7.65 -5.48 -6.97
H -5.65 -3.93 -7.66
H -6.42 -4.16 -6.10
C 0.37 3.51 2.90
C 0.80 4.27 4.18
C 2.30 4.21 4.51
N 2.83 5.09 5.68
C 4.39 4.96 5.74
C 2.20 4.65 7.02
C 1.51 5.91 7.70
C 1.35 6.86 6.56
C 2.37 6.59 5.47
H 0.61 2.49 3.18
H 1.03 3.86 2.10
H -0.68 3.55 2.61
H 0.13 3.88 4.95
H 0.56 5.32 4.05
H 2.77 4.62 3.61
H 2.69 3.23 4.77
H 4.85 5.61 6.49
H 4.68 5.33 4.76
H 4.65 3.91 5.85
H 3.08 4.25 7.52
H 1.67 3.72 6.84
H 2.19 6.23 8.49
H 0.57 5.62 8.15
H 1.37 7.89 6.92
H 0.40 6.58 6.11
H 3.12 7.30 5.81
H 2.25 6.73 4.40
C 0.98 -4.21 1.96
C 2.44 -3.72 2.05
C 3.27 -4.92 2.66
N 4.85 -4.90 2.43
C 5.33 -3.79 3.38
C 5.20 -4.56 0.92
C 6.38 -5.42 0.75
C 5.85 -6.76 1.36
C 5.34 -6.34 2.73
H 0.28 -3.51 1.50
H 0.56 -4.57 2.90
H 0.92 -4.98 1.19
H 2.39 -2.84 2.70
H 2.84 -3.45 1.08
H 2.91 -5.81 2.17
H 3.03 -5.04 3.72
H 4.84 -2.86 3.07
H 6.41 -3.71 3.30
H 4.90 -3.97 4.37
H 5.31 -3.47 0.89
H 4.42 -5.07 0.35
H 7.27 -5.12 1.30
H 6.62 -5.54 -0.30
H 6.66 -7.49 1.39
H 4.92 -7.02 0.85
H 6.33 -6.16 3.17
H 4.69 -6.96 3.35
C -3.59 -0.23 -0.86
C -2.81 -1.36 -1.51
C -1.26 -1.55 -1.21
N -0.28 -0.48 -1.79
C -0.47 -0.10 -3.26
C -0.32 0.89 -1.07
C 1.12 1.20 -0.56
C 2.14 0.28 -1.12
C 1.24 -0.88 -1.54
H -3.69 -0.39 0.21
H -4.59 -0.11 -1.28
H -3.21 0.77 -1.04
H -3.02 -1.33 -2.58
H -3.28 -2.32 -1.29
H -0.82 -2.40 -1.73
H -1.03 -1.44 -0.15
H -0.35 -0.99 -3.87
H 0.37 0.50 -3.60
H -1.39 0.46 -3.46
H -0.57 1.81 -1.61
H -0.84 0.84 -0.12
H 1.35 2.18 -0.96
H 1.04 1.28 0.53
H 2.64 0.64 -2.01
H 2.79 -0.13 -0.35
H 1.49 -1.25 -2.54
H 1.16 -1.80 -0.96
C -2.85 5.86 -3.30
C -1.96 5.90 -2.09
C -0.56 6.44 -2.46
N 0.39 6.50 -1.21
C 0.81 5.14 -0.61
C -0.25 7.34 -0.05
C 0.90 7.92 0.78
C 2.07 7.95 -0.20
C 1.61 7.28 -1.52
H -2.83 5.28 -4.22
H -2.87 6.91 -3.60
H -3.84 5.65 -2.89
H -1.91 4.86 -1.74
H -2.39 6.56 -1.33
H -0.56 7.47 -2.79
H 0.08 5.93 -3.17
H 1.58 5.47 0.09
H 1.43 4.59 -1.32
H -0.01 4.61 -0.14
H -0.82 6.64 0.58
H -0.70 8.21 -0.52
H 1.23 7.27 1.60
H 0.69 8.90 1.22
H 3.04 7.58 0.14
H 2.21 9.03 -0.34
H 2.38 6.60 -1.88
H 1.40 8.04 -2.27
N -7.55 -4.78 -1.35
S -6.11 -4.98 -1.15
O -5.37 -4.05 -0.27
O -5.30 -5.49 -2.23
F -6.17 -6.31 -0.23
S -7.32 -3.60 -2.56
O -7.91 -4.01 -3.80
O -6.15 -2.84 -2.68
F -8.30 -2.56 -1.89
N 1.84 1.67 -5.36
S 0.68 2.54 -5.78
O 0.91 3.39 -6.92
O -0.18 2.96 -4.68
F -0.16 1.37 -6.62
S 2.86 2.92 -4.80
O 2.36 3.75 -3.69
O 3.60 3.62 -5.84
F 4.09 2.15 -3.98
N 7.66 0.01 -0.05
S 6.47 -0.43 -0.68
O 5.26 -0.51 0.19
O 6.56 -1.28 -1.86
F 6.06 0.98 -1.34
S 8.20 -1.51 0.23
O 8.99 -2.20 -0.84
O 7.48 -2.45 1.04
F 9.43 -1.09 1.31
N -5.31 -1.21 -6.58
S -6.17 -0.58 -5.55
O -7.16 0.41 -6.09
O -5.76 -0.51 -4.14
F -7.20 -1.83 -5.59
S -3.96 -0.37 -6.09
O -3.07 -0.96 -5.04
O -3.97 1.06 -6.18
F -3.13 -0.92 -7.37
N -4.21 4.97 -0.01
S -3.59 3.49 0.43
O -4.13 2.62 1.48
O -2.15 3.27 0.22
F -4.20 2.65 -0.76
S -4.06 5.58 1.32
O -2.67 5.76 1.89
O -5.21 5.59 2.20
F -4.26 7.14 0.76
N 2.68 -2.60 -4.36
S 4.16 -2.55 -3.54
O 5.21 -2.87 -4.53
O 4.26 -2.97 -2.17
F 4.24 -0.97 -3.39
S 2.30 -4.00 -4.02
O 1.34 -4.20 -2.88
O 3.32 -5.02 -4.24
F 1.32 -4.17 -5.36
N 3.87 5.15 1.08
S 5.15 6.28 1.58
O 5.94 6.98 0.55
O 5.93 5.89 2.79
F 4.08 7.42 2.08
S 4.56 4.48 -0.08
O 5.87 3.86 0.23
O 4.33 4.93 -1.45
F 3.50 3.22 0.14

Output
HOMO (eV): -10.1
Total charge: +1
Frontier orbital gap (eV): 7.58
Energy relative to the best compared isomer or geometry (same formula, charge and spin) (eV): 0.0000